Entry from OMol25: a structure of composition C57H61FMgN8O4P2 (ωB97M-V/def2-TZVPD).

Atoms and positions in Å:
Mg: -1.801 -0.224 1.224
C: 0.869 -0.946 6.195
C: 1.014 -1.582 4.971
C: -0.011 -1.524 4.037
C: -1.182 -0.848 4.336
C: -1.331 -0.197 5.552
C: -0.304 -0.253 6.479
N: -2.176 -0.814 3.294
N: -3.310 -0.487 3.675
C: -4.284 -0.311 2.630
C: -5.603 -0.311 3.084
C: -6.624 -0.143 2.168
C: -6.302 0.053 0.826
C: -4.976 0.062 0.412
C: -3.902 -0.118 1.292
H: 1.668 -0.982 6.924
H: 1.927 -2.116 4.737
H: 0.087 -1.999 3.069
H: -2.239 0.356 5.747
H: -0.412 0.261 7.426
H: -5.808 -0.460 4.138
H: -7.658 -0.148 2.491
H: -7.098 0.212 0.106
H: -4.768 0.220 -0.644
C: -0.857 -4.258 1.792
P: -1.983 -3.288 0.718
C: -1.346 -3.845 -0.952
N: -0.716 -4.990 -1.004
C: -0.289 -5.446 -2.211
C: 0.401 -6.680 -2.290
C: 0.802 -7.151 -3.504
C: 0.537 -6.416 -4.689
C: -0.123 -5.224 -4.632
C: -0.548 -4.717 -3.380
N: -1.176 -3.515 -3.319
C: -1.539 -3.052 -2.151
P: -2.215 -1.308 -2.077
C: -3.749 -1.573 -3.064
C: -1.147 -0.361 -3.296
C: -1.029 -0.900 -4.720
C: -1.776 1.045 -3.345
C: 0.251 -0.260 -2.682
C: -3.576 -4.274 0.863
C: -4.159 -3.930 2.239
C: -4.529 -3.771 -0.222
C: -3.413 -5.787 0.739
H: -0.795 -5.301 1.489
H: -1.206 -4.178 2.822
H: 0.144 -3.826 1.740
H: 0.589 -7.221 -1.371
H: 1.325 -8.096 -3.572
H: 0.866 -6.808 -5.642
H: -0.331 -4.639 -5.519
H: -3.555 -2.202 -3.933
H: -4.126 -0.604 -3.388
H: -4.516 -2.037 -2.446
H: -2.002 -1.114 -5.166
H: -0.431 -1.809 -4.766
H: -0.542 -0.135 -5.335
H: -2.635 1.069 -4.018
H: -1.037 1.762 -3.719
H: -2.098 1.391 -2.360
H: 0.744 -1.236 -2.659
H: 0.204 0.117 -1.659
H: 0.867 0.427 -3.271
H: -4.337 -2.858 2.338
H: -3.509 -4.251 3.055
H: -5.119 -4.441 2.361
H: -4.587 -2.679 -0.237
H: -5.535 -4.159 -0.036
H: -4.216 -4.124 -1.208
H: -2.873 -6.210 1.589
H: -2.892 -6.081 -0.173
H: -4.407 -6.247 0.721
C: 4.912 2.798 0.349
C: 5.037 1.294 0.539
C: 5.884 0.681 -0.561
C: 5.975 -0.825 -0.397
C: 4.592 -1.413 -0.426
C: 4.353 -2.667 -0.932
C: 3.059 -3.187 -0.935
F: 2.870 -4.415 -1.452
C: 2.002 -2.490 -0.438
C: 2.222 -1.205 0.082
C: 1.087 -0.462 0.621
O: -0.051 -0.999 0.553
C: 1.367 0.817 1.163
C: 2.651 1.286 1.092
N: 3.696 0.636 0.561
C: 3.508 -0.658 0.072
C: 0.343 1.749 1.804
O: 0.718 2.884 2.083
O: -0.819 1.260 1.993
H: 5.898 3.203 0.118
H: 4.548 3.314 1.235
H: 4.245 3.027 -0.484
H: 5.513 1.089 1.502
H: 6.872 1.140 -0.527
H: 5.437 0.925 -1.530
H: 6.451 -1.055 0.561
H: 6.589 -1.275 -1.176
H: 5.165 -3.262 -1.332
H: 1.002 -2.902 -0.444
H: 2.823 2.276 1.490
C: 5.013 8.913 1.711
C: 4.326 7.968 0.758
C: 4.509 8.061 -0.617
C: 3.853 7.212 -1.494
C: 3.005 6.216 -1.017
N: 2.405 5.350 -1.957
C: 1.221 4.625 -1.892
O: 0.985 3.735 -2.685
N: 0.394 4.995 -0.870
C: -0.830 4.394 -0.535
C: -1.798 5.147 0.101
C: -2.926 4.509 0.583
C: -3.047 3.144 0.395
N: -2.132 2.424 -0.251
C: -1.051 3.036 -0.713
C: 2.833 6.093 0.363
C: 3.477 6.970 1.224
H: 5.823 9.449 1.218
H: 5.432 8.376 2.563
H: 4.315 9.655 2.105
H: 5.163 8.827 -1.017
H: 3.994 7.321 -2.563
H: 2.905 5.174 -2.813
H: 0.591 5.874 -0.418
H: -1.649 6.210 0.261
H: -3.689 5.059 1.117
H: -3.901 2.597 0.778
H: -0.298 2.429 -1.201
H: 2.218 5.302 0.774
H: 3.321 6.860 2.291

Forces on the atoms, in the same order (eV/Å):
0.148 -0.183 -0.680
-0.070 0.007 -0.003
-0.023 0.013 -0.030
0.130 -0.046 -0.001
-0.141 -0.176 -0.333
-0.078 0.050 0.066
0.059 -0.024 -0.008
0.163 0.387 0.514
-0.383 -0.147 -0.129
0.093 0.053 0.083
0.019 -0.046 0.051
-0.020 0.034 -0.062
-0.054 -0.006 0.065
0.149 -0.053 0.010
-0.327 -0.086 0.305
-0.008 0.011 -0.001
-0.006 -0.005 0.007
-0.001 0.018 -0.007
0.014 -0.013 0.011
0.003 -0.003 0.003
0.014 0.034 -0.011
0.004 -0.003 -0.005
0.007 -0.026 -0.016
0.002 0.034 -0.023
0.074 0.011 -0.073
-0.091 -0.053 -0.077
-0.101 0.143 -0.005
-0.054 -0.057 0.011
0.052 -0.111 0.095
-0.012 0.051 0.027
-0.022 0.031 -0.107
0.041 -0.066 0.088
-0.038 0.034 0.031
-0.015 0.047 -0.099
-0.018 -0.086 0.076
0.039 0.079 0.179
-0.098 -0.099 0.076
0.065 -0.059 -0.006
0.036 0.017 0.001
0.086 0.024 -0.095
0.050 -0.006 0.020
0.009 -0.014 0.025
0.032 0.022 -0.024
-0.023 0.016 -0.030
0.036 -0.008 -0.057
-0.016 -0.036 0.014
0.002 -0.006 0.023
0.004 -0.008 0.021
-0.015 0.002 -0.010
-0.003 0.015 -0.004
0.006 0.008 -0.009
0.000 -0.008 0.006
-0.013 -0.005 0.004
-0.033 0.024 -0.010
-0.009 0.042 -0.026
0.034 -0.010 0.013
0.012 0.021 0.008
-0.071 0.126 -0.004
-0.024 0.011 -0.005
-0.034 -0.012 0.003
-0.050 -0.054 -0.018
-0.007 -0.103 -0.108
-0.005 0.037 -0.001
-0.011 0.062 -0.078
-0.021 -0.035 0.000
-0.006 -0.010 -0.015
0.009 0.001 -0.011
0.013 -0.005 0.001
0.003 -0.028 0.060
0.017 0.002 -0.010
-0.004 0.040 -0.020
-0.004 0.023 -0.025
-0.015 0.037 0.006
0.017 -0.013 0.022
0.011 0.060 -0.010
-0.156 -0.044 0.016
-0.038 -0.028 -0.083
-0.045 0.009 0.021
0.019 0.062 0.036
0.015 -0.057 -0.014
0.057 -0.013 -0.012
0.016 0.000 0.004
-0.061 0.011 0.034
0.069 -0.023 -0.009
-0.230 -0.161 -0.019
0.139 0.108 0.090
0.110 0.074 0.037
-0.068 -0.014 -0.047
0.063 -0.055 0.014
0.111 0.149 0.038
-0.325 -0.227 0.019
0.080 0.141 0.021
0.580 0.329 0.109
-0.003 0.009 0.020
0.002 0.017 -0.013
0.001 0.016 -0.020
0.011 -0.040 0.026
0.015 0.006 0.005
0.035 0.012 0.001
0.023 -0.020 -0.010
-0.002 0.000 -0.017
-0.021 0.001 -0.001
0.046 0.020 0.008
-0.007 -0.014 -0.010
-0.023 -0.051 -0.032
0.033 0.025 0.004
-0.005 0.038 -0.035
0.011 0.029 0.001
-0.023 0.005 -0.047
-0.009 -0.118 -0.036
0.149 -0.038 0.341
0.062 0.028 -0.145
-0.139 0.273 -0.191
0.254 -0.009 0.003
-0.073 0.078 0.179
-0.010 0.041 0.024
-0.065 -0.150 -0.097
-0.118 -0.032 -0.081
0.045 -0.148 0.206
0.046 -0.061 0.029
-0.028 -0.021 0.024
-0.003 -0.001 -0.005
-0.007 0.004 -0.007
-0.012 -0.010 -0.015
0.004 -0.020 0.002
0.004 0.007 0.013
0.003 0.026 0.035
-0.024 -0.034 -0.005
-0.002 -0.007 -0.032
-0.009 -0.007 -0.028
0.028 0.009 0.007
-0.080 0.019 -0.035
0.021 -0.039 0.029
0.003 -0.022 -0.026

Values from the calculation:
- strongest force on any atom (eV/A) = 0.719
- Kohn-Sham gap (eV) = 7.650
- energy relative to the best compared isomer or geometry (same formula, charge and spin) (eV) = 0.000